# 1
ORCA calculation (ωB97M-V/def2-TZVPD) on a molecular structure, C26H66CuN5O12 in a non-equilibrium geometry.

Last column: Mulliken charge in e.
Geometry (Å):
Cu -1.076 1.389 2.625  0.22
N -1.073 -0.446 0.623  0.03
O -1.463 -1.396 -0.046  -0.41
O -1.231 0.741 0.256  -0.21
O -0.386 -0.615 1.667  0.07
C -0.038 -4.500 0.257  -0.60
C -1.521 -4.800 0.501  -0.10
O -2.351 -4.096 -0.394  -0.58
H 0.202 -4.700 -0.792  0.25
H 0.567 -5.114 0.929  0.53
H 0.280 -3.466 0.399  -0.25
H -1.702 -4.525 1.551  0.02
H -1.681 -5.874 0.424  0.41
H -2.097 -3.162 -0.381  0.40
C -1.681 -4.630 4.787  -0.86
O -0.486 -3.878 4.595  -0.30
C -0.679 -2.482 4.557  -0.01
C 0.667 -1.789 4.810  -1.11
N 1.506 -1.576 3.646  0.07
C 2.146 -2.805 3.162  -0.49
C 3.180 -2.509 2.089  0.39
O 4.181 -3.503 2.132  -0.43
C 5.213 -3.223 1.233  -0.68
H -2.458 -4.252 4.117  0.36
H -1.905 -4.680 5.853  0.30
H -1.444 -5.630 4.417  0.25
H -1.435 -2.145 5.279  0.47
H -1.059 -2.190 3.567  0.02
H 1.184 -2.323 5.609  0.42
H 0.509 -0.784 5.221  0.40
H 0.944 -1.169 2.909  -0.32
H 1.425 -3.535 2.782  0.07
H 2.615 -3.241 4.047  0.58
H 3.591 -1.508 2.266  0.21
H 2.649 -2.520 1.129  -0.29
H 5.950 -4.026 1.262  0.30
H 5.764 -2.313 1.525  0.28
H 4.914 -3.053 0.192  0.24
C 5.025 2.924 2.337  -0.83
O 3.708 2.423 2.425  -0.48
C 3.246 1.917 1.193  -0.97
C 1.830 1.410 1.426  1.47
N 0.967 2.398 2.126  -0.14
C 0.504 3.458 1.221  -0.01
C -0.446 4.345 1.977  -0.80
O -1.583 3.579 2.378  -0.08
C -2.417 4.290 3.277  -0.88
H 5.038 3.779 1.658  0.30
H 5.728 2.174 1.955  0.30
H 5.365 3.145 3.345  0.29
H 3.937 1.189 0.756  0.90
H 3.264 2.718 0.431  0.29
H 1.960 0.568 2.113  -0.13
H 1.360 0.988 0.539  -1.36
H 1.701 2.800 2.717  0.44
H -0.070 3.070 0.375  -0.05
H 1.377 3.999 0.847  0.40
H -0.788 5.213 1.404  0.44
H 0.015 4.743 2.892  0.46
H -1.821 4.760 4.065  0.35
H -3.134 3.646 3.778  0.27
H -2.940 5.064 2.713  0.30
C -3.663 -2.413 -4.265  -0.68
O -3.853 -1.131 -3.752  -0.31
C -4.054 -1.128 -2.343  -0.27
C -3.674 0.253 -1.843  -0.11
N -4.532 1.267 -2.411  -0.41
C -4.095 2.612 -2.098  -0.36
C -4.802 3.622 -3.003  -0.63
O -4.823 3.094 -4.322  -0.29
C -5.543 3.922 -5.210  -0.76
H -4.416 -3.153 -3.978  0.33
H -2.694 -2.845 -3.952  0.13
H -3.540 -2.370 -5.349  0.28
H -3.453 -1.868 -1.811  0.10
H -5.113 -1.340 -2.166  0.36
H -2.624 0.393 -2.149  -0.05
H -3.662 0.246 -0.751  0.23
H -4.545 1.171 -3.419  0.40
H -3.012 2.722 -2.290  0.15
H -4.221 2.854 -1.041  0.27
H -4.208 4.545 -3.029  0.35
H -5.823 3.887 -2.715  0.46
H -5.809 3.331 -6.086  0.25
H -4.933 4.772 -5.528  0.25
H -6.479 4.238 -4.738  0.33
C 1.525 -3.655 -3.564  -0.71
O 1.303 -2.274 -3.378  -0.50
C 0.777 -1.955 -2.097  0.27
C 0.657 -0.452 -2.003  0.60
N 1.967 0.191 -2.098  -0.28
C 1.843 1.637 -1.985  0.86
C 3.164 2.323 -2.162  -0.93
O 3.025 3.712 -1.884  -0.28
C 4.096 4.451 -2.398  -0.86
H 1.891 -3.733 -4.587  0.30
H 0.597 -4.237 -3.490  0.24
H 2.241 -4.035 -2.827  0.27
H 1.414 -2.366 -1.310  -0.25
H -0.238 -2.364 -2.043  0.26
H 0.219 -0.182 -1.036  -0.98
H -0.036 -0.032 -2.746  0.21
H 2.331 -0.041 -3.020  0.40
H 1.464 1.840 -0.977  -0.95
H 1.133 2.077 -2.701  0.41
H 3.513 2.137 -3.186  0.61
H 3.922 1.961 -1.457  0.27
H 4.236 4.384 -3.482  0.32
H 5.042 4.157 -1.921  0.32
H 3.940 5.502 -2.150  0.27

LUMO level in eV: -0.519
Charge: 0
Spin multiplicity: 1

# 2
ORCA calculation (ωB97M-V/def2-TZVPD) on a molecular structure, C62H47AuFNO4P2S in a non-equilibrium geometry.

Last column: Mulliken charge in e.
Geometry (Å):
Au 1.045 0.570 -1.609  0.62
O 2.785 1.055 0.937  -0.86
S 1.353 0.775 1.108  2.65
C 0.669 2.026 2.212  -0.23
C 1.064 1.995 3.532  -0.34
C 0.458 2.795 4.512  -1.38
C -0.586 3.598 4.137  0.31
C -1.483 4.500 4.935  -0.82
C -2.445 5.131 3.899  -0.84
C -1.996 4.588 2.574  0.06
C -2.414 4.842 1.298  -1.21
C -1.760 4.181 0.245  0.51
C -0.748 3.254 0.426  -0.33
P 0.008 2.642 -1.113  1.10
C 1.276 3.901 -1.460  1.09
C 2.128 3.660 -2.540  -0.69
C 3.122 4.564 -2.860  -0.91
C 3.279 5.718 -2.101  -0.63
C 2.448 5.952 -1.017  -0.84
C 1.452 5.045 -0.686  -0.32
C -1.182 2.785 -2.483  0.89
C -1.773 1.620 -2.971  -0.19
C -2.627 1.665 -4.060  -0.94
C -2.887 2.878 -4.679  -0.64
C -2.295 4.040 -4.205  -0.83
C -1.439 4.001 -3.116  -0.37
C -0.314 2.939 1.747  -1.08
C -0.943 3.673 2.774  1.05
C 1.308 -0.726 2.088  -1.04
C 0.402 -0.890 3.118  0.10
C 0.502 -1.948 4.030  -1.22
C 1.537 -2.844 3.885  0.29
C 1.937 -4.050 4.679  -0.91
C 3.171 -4.628 3.944  -0.84
C 3.341 -3.761 2.732  0.20
C 4.197 -3.830 1.661  -1.32
C 4.000 -2.932 0.603  0.16
C 3.036 -1.938 0.615  0.71
P 2.655 -1.163 -0.986  1.26
C 2.602 -2.428 -2.296  1.75
C 3.780 -3.052 -2.713  -0.16
C 3.733 -4.071 -3.648  -1.07
C 2.525 -4.447 -4.217  -0.61
C 1.363 -3.779 -3.865  -1.01
C 1.399 -2.774 -2.915  -0.34
C 4.189 -0.252 -1.368  1.05
C 4.394 0.132 -2.699  -0.46
C 5.564 0.775 -3.057  -0.94
C 6.510 1.081 -2.086  -0.59
C 6.292 0.732 -0.759  -0.94
C 5.127 0.079 -0.392  -0.68
C 2.255 -1.740 1.782  -1.65
C 2.389 -2.727 2.771  0.82
H 1.857 1.320 3.824  0.76
H 0.803 2.741 5.534  0.50
H -0.899 5.258 5.458  0.31
H -2.025 3.934 5.694  0.32
H -2.404 6.220 3.910  0.34
H -3.482 4.849 4.088  0.31
H -3.208 5.542 1.080  0.53
H -2.071 4.421 -0.763  0.48
H 2.000 2.753 -3.123  0.40
H 3.780 4.375 -3.696  0.47
H 4.052 6.429 -2.354  0.44
H 2.571 6.848 -0.425  0.48
H 0.816 5.237 0.168  0.38
H -1.534 0.670 -2.511  -0.14
H -3.060 0.750 -4.442  0.50
H -3.534 2.923 -5.544  0.45
H -2.482 4.983 -4.698  0.46
H -0.966 4.912 -2.772  0.54
H -0.379 -0.155 3.256  0.63
H -0.211 -2.027 4.838  0.53
H 1.118 -4.770 4.706  0.29
H 2.163 -3.785 5.713  0.37
H 3.021 -5.668 3.651  0.34
H 4.064 -4.601 4.570  0.33
H 4.967 -4.585 1.587  0.52
H 4.618 -3.042 -0.276  0.35
H 4.740 -2.743 -2.323  0.46
H 4.646 -4.575 -3.935  0.46
H 2.497 -5.245 -4.945  0.43
H 0.422 -4.038 -4.332  0.47
H 0.492 -2.252 -2.653  0.18
H 3.645 -0.103 -3.447  0.56
H 5.742 1.040 -4.090  0.50
H 7.419 1.596 -2.363  0.47
H 7.030 0.967 -0.006  0.49
H 4.945 -0.172 0.642  0.40
C -4.064 -5.469 0.528  -1.73
C -4.638 -4.283 -0.244  0.55
C -6.083 -4.033 0.167  -1.03
C -6.665 -2.868 -0.617  -1.12
C -5.818 -1.653 -0.374  0.94
C -6.382 -0.397 -0.390  -0.80
C -5.593 0.724 -0.151  -0.03
F -6.158 1.939 -0.143  -0.36
C -4.249 0.612 0.063  -0.53
C -3.650 -0.653 0.069  0.98
C -2.198 -0.737 0.186  -0.21
O -1.506 0.298 0.272  -0.20
C -1.663 -2.055 0.161  0.32
C -2.515 -3.129 0.077  -0.34
N -3.840 -3.046 -0.056  0.25
C -4.440 -1.802 -0.112  -1.15
C -0.178 -2.393 0.170  -0.60
O 0.185 -3.382 0.767  -0.66
O 0.637 -1.618 -0.535  0.02
H -4.830 -6.238 0.596  0.43
H -3.788 -5.181 1.543  0.37
H -3.200 -5.912 0.036  0.48
H -4.617 -4.514 -1.315  0.12
H -6.129 -3.810 1.236  0.35
H -6.661 -4.936 -0.019  0.41
H -7.692 -2.668 -0.317  0.48
H -6.669 -3.099 -1.686  0.33
H -7.439 -0.278 -0.585  0.54
H -3.635 1.480 0.229  0.78
H -2.085 -4.119 0.088  0.69

LUMO level (spin up / spin down) in eV: -5.045 / -8.190
Charge: +2
Energy above the lowest of the compared OMol25 structures with the same formula, charge and spin in kcal/mol: 24.4
Spin multiplicity: 3

# 3
ORCA calculation (ωB97M-V/def2-TZVPD) on a molecular structure, C5H12O2 in a non-equilibrium geometry.

Last column: Mulliken charge in e.
Geometry (Å):
C 2.071 1.200 -0.356  -1.56
C 1.294 -0.045 -0.281  0.64
C 2.096 -1.295 -0.075  -1.37
C -0.862 0.473 0.467  -0.38
C -1.871 -0.505 -0.113  -0.24
H 1.312 2.433 -0.450  0.20
H 2.703 1.198 -0.970  0.62
H 2.567 1.389 0.739  0.28
H 0.534 0.060 -1.098  0.47
H 2.870 -1.466 -0.834  0.38
H 1.533 -2.186 0.102  0.34
H 3.010 -0.997 0.975  0.23
H -0.392 1.451 -0.326  0.20
H -1.151 1.072 1.566  0.20
H -2.185 -1.524 0.394  0.29
H -1.293 -0.998 -1.296  0.16
H -3.637 -0.770 -0.790  0.39
O 0.324 -0.085 0.756  -0.35
O -3.104 0.256 -0.238  -0.52

LUMO level in eV: 0.272
Charge: 0
Energy above the lowest of the compared OMol25 structures with the same formula, charge and spin in kcal/mol: 220.0
Spin multiplicity: 1

# 4
ORCA calculation (ωB97M-V/def2-TZVPD) on a molecular structure, C6H9ClFeN2O2 in a non-equilibrium geometry.

Last column: Mulliken charge in e.
Geometry (Å):
C 3.154 -2.069 -0.799  -0.12
C 2.325 -1.404 -0.003  0.27
N 1.263 -0.594 0.626  0.07
C -0.024 -1.315 0.297  -0.75
C -1.353 -0.605 0.860  -0.50
C -2.117 0.023 -0.447  -0.46
Cl -3.601 1.014 -0.006  -0.15
C 1.366 0.744 -0.012  0.66
O 2.322 0.919 -0.831  -0.49
O 0.507 1.860 0.247  -0.17
N 1.171 3.052 0.219  -0.42
H 3.863 -2.363 -1.664  0.41
H 0.047 -2.353 0.802  0.41
H -0.075 -1.502 -0.842  0.47
H -1.092 0.261 1.577  0.30
H -2.113 -1.321 1.334  0.45
H -1.334 0.609 -1.069  0.32
H -2.388 -0.892 -1.105  0.41
H 1.432 3.343 -0.733  0.29
H 1.959 3.089 0.881  0.28
Fe -5.312 -0.494 0.666  0.73

LUMO level (spin up / spin down) in eV: -7.865 / -11.497
Charge: +2
Spin multiplicity: 5

Which M belongs to each record? In order, 704.383, 1180.041, 104.149, 232.448 g mol⁻¹.
Which E_tot belongs to each record? In order, -3847.04341, -4062.49037, -347.85418, -2216.90590 Eh.